(1)
{"formula": "C5H9NO2", "method": "ωB97M-V/def2-TZVPD", "homo_ev": -8.429, "charge": 0, "spin_multiplicity": 1, "smiles": "N[C@H]1[C@H]2OCC[C@@]21O", "energy_ev": -10911.62318, "gap_ev": 9.2683, "relative_energy_kcal_mol": 114.21, "symbols": ["N", "C", "C", "O", "C", "C", "C", "O", "H", "H", "H", "H", "H", "H", "H", "H", "H"], "xyz": [[-2.5970, -0.0796, -0.3294], [-1.3790, -0.3730, 0.4819], [-0.0384, -1.0099, 0.0991], [0.8844, -1.1330, -0.9625], [1.9461, -0.2466, -0.3911], [1.2519, 0.7078, 0.6836], [-0.1617, 0.4990, 0.2573], [-0.2341, 1.0706, -0.9741], [-3.2484, -0.8202, -0.2172], [-2.3446, 0.0217, -1.3199], [-1.6317, -0.6293, 1.4995], [0.3413, -1.4312, 1.0293], [2.3050, 0.3756, -1.2141], [2.7554, -0.8870, 0.0133], [1.6265, 1.7260, 0.5232], [1.4355, 0.4596, 1.7520], [-0.9112, 1.7496, -0.9309]]}

(2)
{"formula": "C7H9BrN4P2", "method": "ωB97M-V/def2-TZVPD", "homo_ev": -8.590, "charge": 0, "spin_multiplicity": 1, "smiles": "Cc1cc2c(N(P)P)ncnn2c1Br", "energy_ev": -101981.65879, "gap_ev": 8.6152, "relative_energy_kcal_mol": 23.68, "symbols": ["C", "C", "C", "C", "C", "N", "P", "P", "N", "C", "N", "N", "C", "Br", "H", "H", "H", "H", "H", "H", "H", "H", "H"], "xyz": [[-2.6786, 2.8870, -0.0139], [-1.8921, 1.5530, 0.1387], [-0.4880, 1.3209, 0.1123], [-0.3434, -0.0761, 0.2575], [0.6777, -1.0645, 0.2505], [2.2600, -0.7268, -0.1472], [3.1761, -2.2092, -0.0986], [2.9438, 0.8014, -0.4093], [0.4957, -2.3300, 0.2252], [-0.7840, -2.7251, 0.3040], [-1.8666, -1.9861, 0.3116], [-1.6069, -0.6504, 0.3841], [-2.5550, 0.3042, 0.2417], [-4.3280, -0.1429, 0.1334], [-2.4086, 3.3167, 0.9826], [-2.2861, 3.5720, -0.7353], [-3.7275, 2.5524, -0.0949], [0.2887, 2.0685, 0.2162], [4.4710, -1.4728, 0.4110], [3.6397, -2.0220, -1.3306], [4.2446, 0.4086, 0.2214], [3.5827, 0.4793, -1.8532], [-0.8153, -3.8584, 0.4927]]}

Q: Which value of charge does entry 2 give?
A: 0